1.
Computed, not measured: C30H48P2Tb as an isolated structure in a non-equilibrium geometry, with ωB97M-V/def2-TZVPD.

ORCA input file:
```
! RIJCOSX wB97M-V def2-TZVPD def2/J DEFGRID3
* xyz 1 7
Tb 0.724 1.477 0.594
C 0.650 3.646 -0.638
C -0.661 3.416 -0.082
C 0.802 3.869 1.666
C 1.547 3.909 0.449
C -0.554 3.535 1.353
C 1.016 3.711 -2.078
H 0.256 3.237 -2.713
H 1.987 3.235 -2.275
H 1.103 4.763 -2.390
C 2.965 4.326 0.332
H 3.296 4.319 -0.710
H 3.631 3.668 0.904
H 3.107 5.342 0.722
C 1.292 4.315 2.992
H 1.556 5.381 2.979
H 2.187 3.772 3.305
H 0.530 4.175 3.763
C -1.668 3.546 2.336
H -1.958 4.581 2.579
H -1.371 3.070 3.279
H -2.558 3.036 1.956
C -1.928 3.231 -0.843
H -2.416 4.206 -1.001
H -2.640 2.592 -0.299
H -1.751 2.782 -1.828
C -0.373 -3.737 -2.737
C -1.017 -3.055 -3.701
C -2.429 -3.319 -4.128
C -3.411 -3.773 -3.011
C -3.209 -3.152 -1.666
C -2.562 -3.741 -0.645
C -1.602 -4.887 -0.776
C -0.871 -5.015 -2.145
H -2.444 -4.084 -4.923
H -3.388 -4.868 -2.935
H -2.835 -2.409 -4.591
H -1.527 -5.529 -2.859
H 0.649 -3.475 -2.452
H -0.460 -2.363 -4.344
H 0.002 -5.670 -1.980
H -0.841 -4.804 0.019
H -2.786 -3.451 0.388
H -2.125 -5.840 -0.587
H -4.422 -3.504 -3.355
H -3.753 -2.216 -1.507
P 0.266 -0.389 -1.296
P -1.025 -0.151 1.945
C -0.329 -1.830 -0.299
C -0.506 -1.780 1.232
H 0.319 -2.677 -0.564
H -1.296 -2.039 -0.771
H -1.271 -2.513 1.533
H 0.434 -2.077 1.725
C -0.524 -0.317 3.687
H -0.889 0.560 4.238
H 0.572 -0.337 3.766
H -0.944 -1.231 4.123
C -2.839 -0.110 1.956
H -3.258 -1.038 2.364
H -3.217 0.046 0.936
H -3.166 0.743 2.568
C 1.790 -0.980 -2.095
H 2.175 -0.177 -2.739
H 1.606 -1.877 -2.696
H 2.553 -1.190 -1.331
C -1.001 -0.063 -2.550
H -1.889 0.395 -2.093
H -1.312 -0.987 -3.058
H -0.593 0.636 -3.293
C 5.017 -0.341 2.896
C 4.704 1.017 3.052
C 3.545 1.544 2.443
C 2.716 0.708 1.715
C 3.022 -0.636 1.540
C 4.180 -1.171 2.142
H 5.916 -0.748 3.362
H 5.350 1.678 3.634
H 3.341 2.608 2.561
H 2.394 -1.298 0.940
H 4.414 -2.228 2.009
*
```

## Properties
⟨S²⟩: 12.69
LUMO energy (alpha / beta) in eV: -2.85 / -2.58
Calculated total energy in eV: -72894.0753

Löwdin population analysis, charges in e, atoms 1 to 8: number 1, Tb, carries 1.3462; number 2, C, carries -0.3509; number 3, C, carries -0.3562; number 4, C, carries -0.3034; number 5, C, carries -0.3205; number 6, C, carries -0.3436; number 7, C, carries -0.0377; number 8, H, carries 0.0708

=====

2.
Computed, not measured: C30H49MnO5Si2 as an isolated structure in a non-equilibrium geometry, with ωB97M-V/def2-TZVPD.

ORCA input file:
```
! RIJCOSX wB97M-V def2-TZVPD def2/J DEFGRID3
* xyz -1 4
C 0.280 -0.243 -7.474
C -0.095 -0.772 -6.084
C -0.006 1.281 -7.465
C -1.035 1.479 -6.344
H -0.399 1.550 -8.450
H 0.934 1.822 -7.296
C -1.295 0.086 -5.699
H 0.754 -0.587 -5.414
H -0.311 -1.848 -6.101
C -1.475 0.317 -4.210
H -2.207 -0.362 -6.124
H -1.973 1.854 -6.781
C -0.684 2.382 -5.107
C 1.654 -0.641 -7.968
C -0.514 -0.984 -8.555
O -1.151 -0.477 -9.455
O 2.530 -1.164 -7.298
O 1.772 -0.434 -9.294
O -0.335 -2.319 -8.441
C -0.780 -3.069 -9.575
H -0.539 -4.109 -9.340
H -0.238 -2.747 -10.474
H -1.861 -2.945 -9.730
C 3.012 -0.890 -9.836
H 3.846 -0.328 -9.401
H 2.931 -0.710 -10.910
H 3.147 -1.957 -9.628
O -1.093 1.655 -3.884
H -0.851 -0.357 -3.609
H -2.530 0.178 -3.929
C -1.472 3.692 -5.161
C 0.801 2.692 -4.931
H 1.167 3.325 -5.748
H 1.391 1.769 -4.886
H 0.939 3.235 -3.986
H -1.363 4.251 -4.226
H -2.536 3.498 -5.339
H -1.098 4.317 -5.982
Mn -0.030 0.034 0.493
C -2.165 -0.063 1.330
C -2.141 0.329 -0.055
C -1.502 -0.720 -0.797
H -2.592 1.214 -0.496
C -1.133 -1.753 0.142
C -1.503 -1.322 1.455
H -1.411 -1.912 2.365
H -2.634 0.478 2.147
H -1.443 -0.773 -1.878
H -0.753 -2.739 -0.105
C 2.205 0.804 0.261
C 2.084 -0.140 1.332
C 1.534 -1.352 0.800
H 2.410 0.005 2.362
C 1.305 -1.134 -0.617
C 1.665 0.226 -0.925
H 1.676 0.663 -1.925
H 2.656 1.792 0.330
H 1.430 -2.294 1.336
H 1.071 -1.897 -1.356
C -0.263 4.948 1.981
Si -0.868 3.368 1.140
C -2.740 3.416 1.331
C -0.415 3.413 -0.691
C 0.019 1.862 1.881
Si -0.163 1.665 3.764
C -1.736 2.408 4.488
C -0.078 -0.142 4.264
C 1.247 2.551 4.653
H -0.755 5.808 1.498
H 0.824 5.077 1.868
H -0.501 4.991 3.056
H -3.080 4.393 0.955
H -3.255 2.646 0.749
H -3.077 3.332 2.371
H 0.669 3.278 -0.828
H -0.917 2.657 -1.314
H -0.682 4.403 -1.095
H 1.090 2.195 1.812
H -2.650 1.923 4.119
H -1.705 2.255 5.580
H -1.832 3.489 4.317
H 0.735 -0.685 3.766
H 0.098 -0.199 5.349
H -1.016 -0.674 4.059
H 2.231 2.143 4.375
H 1.264 3.633 4.454
H 1.129 2.416 5.740
*
```

## Properties
⟨S²⟩: 3.80
LUMO energy (alpha / beta) in eV: 1.97 / 1.97
Calculated total energy in eV: -89217.6658

Löwdin population analysis, charges in e, atoms 1 to 8: number 1, C, carries -0.2444; number 2, C, carries -0.0484; number 3, C, carries -0.0273; number 4, C, carries -0.1498; number 5, H, carries 0.1244; number 6, H, carries 0.1193; number 7, C, carries -0.2089; number 8, H, carries 0.1383

=====

3.
Computed, not measured: a 12-piece molecular cluster, C30H49N9O20S3 overall in a non-equilibrium geometry, with ωB97M-V/def2-TZVPD.

ORCA input file:
```
! RIJCOSX wB97M-V def2-TZVPD def2/J DEFGRID3
* xyz -1 2
C 1.102 1.911 -3.538
N 1.117 3.388 -3.611
O 1.990 4.028 -3.049
O 0.135 3.929 -4.170
H 0.247 1.589 -2.943
H 2.081 1.671 -3.125
H 1.080 1.672 -4.601
C -4.063 -3.673 1.802
N -4.024 -3.141 0.422
O -4.850 -3.606 -0.270
O -3.207 -2.314 0.160
H -3.561 -2.964 2.461
H -3.674 -4.677 1.969
H -5.119 -3.633 2.069
C 3.888 -4.535 -0.310
N 3.503 -3.360 0.571
O 2.669 -3.604 1.500
O 4.008 -2.281 0.397
H 3.828 -4.296 -1.372
H 3.342 -5.465 -0.152
H 4.939 -4.694 -0.068
C 5.406 3.216 -0.077
N 4.418 2.813 -1.133
O 4.792 2.859 -2.320
O 3.273 2.545 -0.733
H 5.090 4.079 0.510
H 6.381 3.408 -0.527
H 5.491 2.379 0.616
C -5.354 3.266 -2.283
C -3.816 3.551 -2.231
O -3.351 2.692 -1.194
S -4.221 1.290 -0.932
O -4.407 1.035 0.513
O -3.695 0.250 -1.778
O -5.587 1.970 -1.681
H -5.828 3.176 -3.261
H -5.960 4.043 -1.817
H -3.532 4.581 -2.016
H -3.216 3.321 -3.112
C -0.463 -4.858 2.727
C -1.249 -6.075 2.875
O -1.759 -6.496 1.622
S -1.091 -5.558 0.336
O -2.089 -5.169 -0.660
O 0.197 -6.214 -0.079
O -0.803 -4.336 1.406
H 0.597 -5.084 2.842
H -0.810 -4.086 3.413
H -2.123 -5.801 3.465
H -0.715 -6.952 3.240
C -0.958 0.225 3.866
C -0.991 0.846 5.292
O -2.135 1.671 5.352
S -3.223 1.302 4.113
O -3.121 2.247 2.998
O -4.572 0.936 4.638
O -2.279 -0.039 3.716
H -0.325 -0.662 3.885
H -0.557 0.842 3.062
H -0.171 1.407 5.740
H -1.195 0.009 5.960
N 1.229 -4.011 -3.893
C 0.318 -4.169 -2.930
C 0.284 -3.033 -2.108
C 1.309 -2.167 -2.665
C 1.906 -2.812 -3.696
H 1.396 -4.658 -4.649
H -0.208 -5.112 -2.910
H -0.251 -2.935 -1.175
H 1.623 -1.201 -2.297
H 2.779 -2.619 -4.301
N -0.665 -0.848 -4.894
C -1.539 0.159 -4.406
C -1.842 1.125 -5.380
C -1.172 0.636 -6.553
C -0.507 -0.545 -6.215
H -0.335 -1.730 -4.529
H -1.930 0.197 -3.400
H -2.571 1.919 -5.454
H -1.174 1.133 -7.512
H 0.039 -1.247 -6.828
N -1.053 -0.784 0.457
C 0.175 -0.894 1.128
C 1.023 0.162 0.939
C 0.382 0.984 -0.027
C -0.817 0.377 -0.230
H -1.837 -1.388 0.257
H 0.272 -1.839 1.641
H 1.963 0.384 1.422
H 0.725 1.943 -0.386
H -1.530 0.689 -0.979
N 3.056 -0.354 4.426
C 3.645 -0.634 5.656
C 3.871 0.572 6.359
C 3.355 1.565 5.560
C 2.876 1.019 4.375
H 2.921 -0.910 3.594
H 3.898 -1.652 5.914
H 4.446 0.702 7.263
H 3.382 2.630 5.743
H 2.674 1.666 3.534
N 0.886 5.263 -0.582
C 1.626 5.869 0.374
C 0.956 7.074 0.644
C -0.058 7.313 -0.210
C -0.206 6.033 -0.886
H 1.191 4.428 -1.061
H 2.474 5.406 0.858
H 1.170 7.793 1.421
H -0.788 8.108 -0.179
H -0.843 5.821 -1.731
*
```

## Properties
⟨S²⟩: 0.75
LUMO energy (alpha / beta) in eV: 1.43 / 1.43
Calculated total energy in eV: -118751.7926

Löwdin population analysis, charges in e, atoms 1 to 8: number 1, C, carries 0.0401; number 2, N, carries -0.4080; number 3, O, carries 0.0607; number 4, O, carries -0.0098; number 5, H, carries 0.0797; number 6, H, carries 0.0885; number 7, H, carries 0.0949; number 8, C, carries 0.0548

=====

Q: Number 2 is which compound?
A: C30H49MnO5Si2